# 1
{"formula": "C31H43AsLuN5O14SSi3", "method": "wB97M-V/def2-TZVPD", "e_homo_ev": [-0.176, -0.172], "total_charge": -2, "de_lowest_kcal_mol": 106.52, "e_tot_ev": -197882.5023, "homo_lumo_gap_ev": [2.43, 2.43], "largest_force_ev_per_a": 5.3, "species": ["Lu", "O", "As", "O", "O", "C", "C", "C", "C", "C", "C", "S", "O", "O", "O", "H", "H", "H", "H", "H", "C", "C", "N", "O", "C", "C", "N", "O", "H", "H", "H", "H", "H", "H", "H", "C", "Si", "C", "C", "C", "Si", "C", "C", "C", "Si", "C", "C", "C", "C", "C", "C", "C", "N", "H", "H", "H", "H", "H", "H", "H", "H", "H", "H", "H", "H", "H", "H", "H", "H", "H", "H", "H", "H", "H", "H", "H", "H", "H", "H", "H", "H", "O", "C", "O", "C", "C", "C", "C", "C", "C", "N", "O", "O", "N", "O", "O", "H", "H", "H"], "xyz": [[0.099, 0.484, -0.318], [4.659, -0.023, -1.382], [3.860, 0.797, -0.005], [4.473, 0.394, 1.482], [2.137, 0.751, -0.204], [-0.823, 4.541, 0.614], [-0.538, 5.938, 0.537], [-0.525, 6.683, 1.674], [-1.240, 6.277, 2.808], [-1.683, 4.912, 2.882], [-1.348, 4.016, 1.842], [-1.497, 2.307, 2.367], [-2.846, 1.846, 1.994], [-1.302, 2.220, 3.802], [-0.369, 1.581, 1.645], [4.261, 0.302, -2.227], [-0.217, 6.458, -0.369], [-0.043, 7.659, 1.657], [-1.437, 6.962, 3.625], [-2.212, 4.445, 3.706], [-4.074, 0.535, -2.152], [-2.877, 0.949, -1.314], [-2.140, 0.061, -0.857], [-2.694, -1.235, -0.856], [-2.521, 2.330, -1.280], [-3.463, 3.467, -1.753], [-1.286, 2.572, -0.886], [-0.886, 3.880, -0.681], [-4.844, 1.338, -2.019], [-4.537, -0.490, -1.973], [-3.799, 0.478, -3.206], [-2.191, -1.812, -0.278], [-4.468, 3.320, -1.222], [-3.571, 3.444, -2.842], [-3.049, 4.440, -1.462], [-1.967, -3.870, 1.331], [-1.529, -2.716, 2.766], [-2.918, -1.468, 2.923], [-2.047, -3.762, 4.244], [0.220, -2.055, 2.691], [0.698, -1.222, 4.366], [1.626, -2.559, 5.370], [-0.672, -0.738, 5.492], [1.636, 0.338, 4.195], [1.303, -2.898, 1.529], [3.155, -2.625, 2.027], [1.137, -4.831, 1.350], [1.441, -2.649, -0.358], [2.503, -3.135, -1.071], [2.386, -3.325, -2.464], [1.267, -2.763, -3.112], [0.238, -2.174, -2.313], [0.472, -1.849, -0.952], [-3.108, -3.937, 1.231], [-1.722, -4.914, 1.471], [-1.596, -3.535, 0.336], [-2.751, -0.555, 2.426], [-2.843, -1.249, 3.942], [-3.914, -1.889, 2.645], [-1.348, -4.591, 4.484], [-2.983, -4.322, 4.019], [-2.262, -3.139, 5.109], [1.440, -2.323, 6.453], [2.726, -2.648, 5.068], [1.254, -3.507, 5.038], [-1.371, -1.551, 5.790], [-1.201, 0.157, 5.111], [-0.242, -0.432, 6.469], [1.538, 0.803, 5.253], [1.111, 1.051, 3.551], [2.754, 0.163, 4.030], [3.292, -2.649, 3.119], [3.368, -1.621, 1.718], [3.780, -3.418, 1.544], [0.667, -5.119, 0.392], [0.450, -5.142, 2.159], [1.981, -5.474, 1.422], [3.496, -3.259, -0.618], [3.195, -3.769, -3.010], [1.236, -2.913, -4.179], [-0.774, -1.904, -2.790], [-1.509, 0.879, -3.858], [-0.325, 0.946, -3.569], [0.277, 0.720, -2.427], [0.541, 1.246, -4.758], [1.902, 1.071, -4.521], [2.860, 1.260, -5.498], [2.548, 1.819, -6.709], [1.149, 1.878, -6.990], [0.142, 1.622, -6.052], [0.748, 2.186, -8.299], [-0.444, 1.978, -8.637], [1.698, 2.493, -9.060], [4.176, 0.757, -5.243], [5.084, 1.021, -6.102], [4.402, 0.016, -4.263], [2.356, 0.613, -3.686], [3.181, 1.943, -7.510], [-0.922, 1.709, -6.366]]}

***

# 2
{"formula": "C31H43BBr2FeN9O", "method": "wB97M-V/def2-TZVPD", "e_homo_ev": [-13.303, -13.458], "total_charge": 2, "s2": 8.79, "de_lowest_kcal_mol": 0.00, "e_tot_ev": -223442.4251, "homo_lumo_gap_ev": [7.85, 5.85], "spin_multiplicity": 6, "largest_force_ev_per_a": 0.8, "species": ["Fe", "C", "C", "C", "C", "C", "C", "N", "N", "B", "N", "C", "C", "C", "N", "C", "C", "C", "N", "C", "C", "C", "N", "C", "C", "C", "H", "H", "H", "H", "H", "H", "H", "H", "H", "H", "H", "H", "H", "H", "H", "H", "H", "H", "H", "H", "H", "H", "H", "H", "H", "H", "H", "H", "Br", "C", "C", "C", "Br", "C", "C", "C", "C", "N", "C", "C", "O", "H", "H", "H", "H", "N", "C", "C", "N", "C", "C", "H", "H", "H", "H", "H", "H", "H", "H", "H", "H", "H"], "xyz": [[0.264, 0.283, -0.362], [1.140, 2.428, -3.665], [2.320, 2.630, -2.710], [3.219, 1.395, -2.701], [1.816, 3.042, -1.348], [2.059, 4.262, -0.696], [1.254, 4.242, 0.419], [0.597, 3.068, 0.442], [0.940, 2.321, -0.645], [-0.667, 2.688, 1.252], [-0.372, 1.521, 2.226], [-0.486, 1.576, 3.558], [-0.022, 0.394, 4.081], [0.391, -0.362, 2.971], [0.145, 0.319, 1.838], [1.139, -1.676, 3.107], [0.498, -2.558, 4.184], [1.372, -2.458, 1.808], [-1.767, 2.278, 0.234], [-2.922, 2.906, -0.044], [-3.472, 2.336, -1.173], [-2.556, 1.342, -1.557], [-1.537, 1.320, -0.699], [-2.580, 0.461, -2.779], [-2.600, 1.320, -4.048], [-3.779, -0.497, -2.788], [1.490, 2.189, -4.671], [0.517, 3.323, -3.720], [0.507, 1.602, -3.324], [2.912, 3.472, -3.072], [2.643, 0.513, -2.420], [4.059, 1.502, -2.009], [3.622, 1.215, -3.699], [2.704, 5.061, -1.025], [1.078, 4.986, 1.180], [-1.045, 3.632, 1.895], [-0.866, 2.465, 4.039], [0.068, 0.136, 5.123], [2.116, -1.389, 3.505], [-0.550, -2.772, 3.950], [0.519, -2.089, 5.167], [1.030, -3.507, 4.260], [0.863, -2.013, 0.960], [1.011, -3.484, 1.893], [2.435, -2.524, 1.562], [-3.259, 3.727, 0.570], [-4.386, 2.622, -1.669], [-1.651, -0.121, -2.778], [-3.563, 1.825, -4.155], [-2.450, 0.700, -4.933], [-1.821, 2.083, -4.025], [-4.706, 0.051, -2.603], [-3.705, -1.294, -2.042], [-3.873, -0.987, -3.758], [1.714, -3.979, -2.777], [2.825, -2.881, -1.785], [4.159, -3.184, -1.627], [4.997, -2.352, -0.880], [6.777, -2.805, -0.753], [4.505, -1.169, -0.217], [5.271, -0.285, 0.560], [4.652, 0.798, 1.138], [3.277, 0.991, 0.948], [2.551, 0.166, 0.213], [3.156, -0.874, -0.354], [2.268, -1.690, -1.185], [1.083, -1.342, -1.342], [4.564, -4.073, -2.092], [6.330, -0.457, 0.693], [5.213, 1.504, 1.735], [2.756, 1.829, 1.398], [-4.139, -2.696, 2.060], [-3.359, -3.486, 1.034], [-2.053, -2.756, 0.764], [-2.216, -1.365, 0.361], [-3.041, -0.620, 1.307], [-4.378, -1.278, 1.589], [-3.603, -2.665, 2.930], [-5.022, -3.159, 2.277], [-3.991, -3.547, 0.149], [-3.206, -4.485, 1.436], [-1.505, -3.304, -0.002], [-1.444, -2.775, 1.670], [-2.595, -1.310, -0.577], [-3.239, 0.379, 0.931], [-2.470, -0.509, 2.239], [-4.987, -1.359, 0.689], [-4.944, -0.763, 2.362]]}

***

# 3
{"formula": "C31H43BF4N3O2Se2Tc", "method": "wB97M-V/def2-TZVPD", "e_homo_ev": [-9.554, -10.018], "total_charge": 1, "s2": 3.76, "de_lowest_kcal_mol": 8.68, "e_tot_ev": -185848.0486, "homo_lumo_gap_ev": [7.04, 6.10], "spin_multiplicity": 4, "largest_force_ev_per_a": 0.3, "species": ["Tc", "C", "Se", "C", "C", "Se", "C", "H", "H", "H", "H", "H", "H", "H", "H", "H", "H", "F", "B", "F", "F", "F", "C", "C", "C", "C", "C", "C", "C", "C", "C", "C", "H", "H", "H", "H", "H", "H", "H", "H", "H", "H", "H", "H", "C", "C", "C", "O", "C", "H", "H", "H", "H", "H", "H", "H", "H", "C", "C", "C", "C", "C", "N", "C", "O", "N", "C", "C", "C", "C", "N", "C", "C", "C", "H", "H", "H", "H", "H", "H", "H", "H", "H", "H", "H", "H", "H"], "xyz": [[-0.041, -0.750, -0.015], [0.092, 1.415, 3.301], [0.393, -0.409, 2.704], [2.349, -0.341, 2.676], [2.924, 0.349, 1.456], [2.513, -0.689, -0.149], [2.879, 0.683, -1.468], [0.535, 1.518, 4.288], [-0.981, 1.562, 3.346], [0.513, 2.123, 2.594], [2.692, -1.373, 2.755], [2.651, 0.172, 3.588], [4.009, 0.423, 1.529], [2.509, 1.346, 1.312], [3.930, 0.949, -1.386], [2.233, 1.537, -1.289], [2.676, 0.245, -2.441], [0.187, 3.410, 0.485], [-0.788, 2.550, 0.099], [0.055, 1.245, -0.300], [-1.620, 2.125, 1.095], [-1.440, 2.867, -1.059], [0.778, -3.092, -3.139], [-0.386, -2.080, -3.019], [-1.611, -2.872, -2.535], [-0.042, -0.968, -2.047], [-0.612, -1.488, -4.414], [0.375, -0.684, -4.983], [0.247, -0.187, -6.269], [-0.882, -0.487, -7.019], [-1.877, -1.272, -6.465], [-1.743, -1.770, -5.173], [0.873, -3.681, -2.225], [1.725, -2.588, -3.337], [0.585, -3.784, -3.960], [-1.445, -3.209, -1.512], [-1.773, -3.758, -3.153], [-2.525, -2.277, -2.553], [0.033, 0.028, -2.492], [1.267, -0.447, -4.413], [1.026, 0.439, -6.685], [-0.988, -0.097, -8.023], [-2.769, -1.501, -7.034], [-2.537, -2.385, -4.774], [-0.721, -4.875, 1.454], [0.461, -5.055, 0.502], [1.079, -3.680, 0.510], [-0.079, -2.786, 0.523], [-1.220, -3.472, 1.143], [-0.385, -4.939, 2.489], [-1.505, -5.615, 1.306], [0.124, -5.311, -0.503], [1.162, -5.817, 0.838], [1.672, -3.432, -0.363], [1.659, -3.494, 1.418], [-2.033, -3.452, 0.421], [-1.500, -2.914, 2.033], [0.277, 3.998, -7.885], [-0.532, 3.407, -6.762], [-0.070, 3.423, -5.450], [-0.830, 2.906, -4.415], [-2.080, 2.350, -4.672], [-2.798, 1.843, -3.554], [-4.082, 1.402, -3.565], [-4.810, 1.333, -4.527], [-4.615, 1.025, -2.305], [-4.038, 0.496, -1.166], [-4.802, 0.372, -0.004], [-4.235, -0.165, 1.134], [-2.911, -0.558, 1.110], [-2.176, -0.481, -0.006], [-2.729, 0.024, -1.118], [-2.557, 2.312, -5.976], [-1.780, 2.843, -6.995], [1.326, 4.095, -7.608], [-0.088, 4.993, -8.148], [0.218, 3.382, -8.782], [0.898, 3.857, -5.228], [-0.458, 2.946, -3.400], [-2.411, 2.112, -2.661], [-5.621, 0.971, -2.363], [-5.830, 0.713, 0.003], [-4.803, -0.250, 2.049], [-2.420, -0.920, 2.000], [-2.094, 0.045, -1.990], [-3.523, 1.885, -6.191], [-2.166, 2.812, -8.008]]}

***

# 4
{"formula": "C31H43FN7", "method": "wB97M-V/def2-TZVPD", "e_homo_ev": -10.168, "total_charge": 1, "e_tot_ev": -45985.4042, "homo_lumo_gap_ev": 5.99, "largest_force_ev_per_a": 0.4, "species": ["C", "C", "C", "F", "C", "C", "C", "C", "N", "C", "C", "C", "N", "C", "H", "H", "H", "H", "H", "H", "H", "H", "H", "H", "H", "H", "H", "H", "H", "H", "H", "H", "N", "C", "C", "C", "C", "H", "H", "H", "H", "H", "N", "C", "C", "C", "C", "H", "H", "H", "H", "H", "N", "C", "C", "C", "C", "H", "H", "H", "H", "H", "N", "C", "C", "C", "C", "H", "H", "H", "H", "H", "N", "C", "C", "C", "C", "H", "H", "H", "H", "H"], "xyz": [[3.578, -3.115, -3.074], [3.170, -2.153, -1.956], [2.637, -0.822, -2.464], [3.521, -0.297, -3.400], [1.287, -0.937, -3.129], [1.078, -0.577, -4.455], [-0.186, -0.715, -5.014], [-1.209, -1.206, -4.254], [-0.997, -1.559, -2.975], [-2.123, -2.078, -2.151], [-1.746, -3.266, -1.274], [-1.000, -4.390, -1.972], [-1.839, -5.014, -3.001], [0.216, -1.427, -2.421], [3.941, -2.590, -3.953], [2.761, -3.774, -3.363], [4.389, -3.754, -2.731], [4.012, -1.951, -1.296], [2.410, -2.628, -1.332], [2.588, -0.100, -1.645], [1.900, -0.194, -5.042], [-0.372, -0.439, -6.041], [-2.213, -1.323, -4.631], [-2.501, -1.250, -1.555], [-2.906, -2.362, -2.851], [-2.690, -3.673, -0.908], [-1.196, -2.926, -0.396], [-0.034, -4.053, -2.371], [-0.768, -5.141, -1.218], [-1.275, -5.633, -3.571], [-2.184, -4.312, -3.646], [0.304, -1.704, -1.381], [0.443, 0.573, 2.345], [0.438, 0.948, 1.034], [-0.621, 0.328, 0.423], [-1.272, -0.465, 1.407], [-0.589, -0.292, 2.583], [1.104, 0.893, 3.034], [1.176, 1.631, 0.645], [-0.899, 0.439, -0.614], [-2.143, -1.084, 1.265], [-0.763, -0.704, 3.563], [-0.994, 3.685, -0.626], [0.146, 4.397, -0.890], [-0.154, 5.343, -1.832], [-1.532, 5.199, -2.149], [-2.021, 4.168, -1.391], [-1.066, 2.922, 0.024], [1.069, 4.171, -0.385], [0.535, 6.061, -2.245], [-2.098, 5.789, -2.849], [-3.009, 3.745, -1.327], [0.643, 0.069, 6.029], [-0.314, 1.046, 5.880], [-0.494, 1.641, 7.098], [0.382, 1.003, 8.018], [1.067, 0.040, 7.332], [0.979, -0.544, 5.311], [-0.785, 1.236, 4.931], [-1.179, 2.444, 7.309], [0.492, 1.227, 9.065], [1.816, -0.661, 7.657], [3.882, 3.432, -1.131], [5.078, 3.100, -1.712], [5.904, 4.186, -1.613], [5.179, 5.214, -0.950], [3.937, 4.719, -0.663], [3.082, 2.832, -1.070], [5.237, 2.128, -2.147], [6.915, 4.241, -1.979], [5.531, 6.204, -0.715], [3.093, 5.173, -0.174], [-4.261, -1.320, 3.002], [-4.167, -2.609, 2.547], [-5.344, -3.244, 2.839], [-6.178, -2.302, 3.501], [-5.481, -1.128, 3.589], [-3.541, -0.624, 2.932], [-3.273, -2.969, 2.064], [-5.580, -4.270, 2.613], [-7.174, -2.472, 3.874], [-5.749, -0.177, 4.016]]}

***

# 5
{"formula": "C31H44BrN3O9Ti", "method": "wB97M-V/def2-TZVPD", "e_homo_ev": [-2.978, -4.932], "total_charge": -1, "s2": 0.77, "de_lowest_kcal_mol": 37.69, "e_tot_ev": -148925.2266, "homo_lumo_gap_ev": [5.37, 7.33], "spin_multiplicity": 2, "largest_force_ev_per_a": 2.6, "species": ["Ti", "O", "C", "C", "C", "N", "C", "C", "C", "O", "O", "C", "O", "O", "H", "H", "H", "C", "C", "C", "C", "C", "C", "C", "Br", "C", "O", "C", "C", "C", "C", "C", "C", "H", "H", "H", "H", "H", "H", "H", "H", "H", "H", "H", "H", "H", "H", "H", "H", "H", "H", "H", "H", "C", "C", "C", "O", "C", "O", "O", "H", "H", "H", "H", "H", "H", "H", "C", "C", "N", "C", "C", "C", "C", "N", "H", "H", "H", "H", "H", "H", "H", "H", "H", "H", "H", "H", "H", "H"], "xyz": [[0.835, -0.185, 0.807], [-1.333, -4.412, 4.601], [-0.793, -3.428, 3.805], [-1.482, -2.217, 3.604], [-0.918, -1.248, 2.815], [0.285, -1.408, 2.220], [0.954, -2.583, 2.404], [0.449, -3.602, 3.193], [2.226, -2.538, 1.647], [3.090, -3.408, 1.694], [2.318, -1.440, 0.948], [-1.443, 0.128, 2.518], [-2.538, 0.513, 2.908], [-0.579, 0.808, 1.852], [-2.191, -4.101, 4.918], [-2.447, -2.037, 4.056], [1.021, -4.507, 3.330], [-5.342, 0.955, -3.998], [-5.350, 0.307, -2.606], [-6.106, 1.211, -1.620], [-6.092, -1.037, -2.653], [-3.904, 0.100, -2.174], [-3.170, 1.109, -1.565], [-1.916, 0.830, -1.065], [-0.792, 2.269, -0.506], [-1.381, -0.477, -1.042], [-0.462, -0.839, -0.211], [-1.960, -1.379, -1.978], [-3.208, -1.069, -2.485], [-1.148, -2.540, -2.551], [0.062, -2.944, -1.701], [-2.013, -3.788, -2.769], [-0.629, -2.043, -3.914], [-6.355, 1.151, -4.348], [-4.843, 0.295, -4.707], [-4.792, 1.894, -3.963], [-7.168, 1.219, -1.868], [-5.749, 2.237, -1.660], [-5.992, 0.842, -0.603], [-7.160, -0.874, -2.795], [-5.950, -1.577, -1.719], [-5.742, -1.662, -3.471], [-3.546, 2.116, -1.479], [-3.668, -1.772, -3.158], [-0.233, -3.214, -0.687], [0.793, -2.137, -1.652], [0.554, -3.806, -2.149], [-2.434, -4.130, -1.827], [-1.399, -4.585, -3.183], [-2.825, -3.595, -3.465], [-0.057, -1.125, -3.792], [-1.459, -1.842, -4.588], [0.020, -2.791, -4.366], [4.339, 0.042, -3.052], [3.872, -0.381, -1.657], [5.041, -0.437, -0.662], [3.268, -1.652, -1.751], [2.867, 0.674, -1.127], [3.269, 1.828, -0.938], [1.683, 0.286, -0.902], [5.136, -0.609, -3.408], [4.707, 1.063, -3.016], [3.504, -0.010, -3.746], [5.778, -1.161, -1.004], [4.663, -0.765, 0.307], [5.507, 0.541, -0.564], [3.001, -1.896, -0.845], [2.652, 4.575, 4.541], [3.603, 3.532, 3.955], [3.100, 2.993, 2.716], [3.176, 3.858, 1.543], [1.830, 4.490, 1.171], [2.439, 1.812, 2.641], [2.239, 0.992, 3.888], [2.011, 1.325, 1.539], [3.000, 4.917, 5.512], [1.657, 4.154, 4.656], [2.585, 5.429, 3.873], [3.763, 2.724, 4.669], [4.575, 3.996, 3.754], [3.541, 3.281, 0.687], [3.914, 4.633, 1.760], [1.028, 3.764, 1.272], [1.847, 4.802, 0.131], [1.587, 5.353, 1.788], [3.196, 0.632, 4.263], [1.626, 0.127, 3.623], [1.731, 1.557, 4.667], [2.229, 1.891, 0.714]]}